C36H31MgN6OPS as an isolated structure in a non-equilibrium geometry. Source: the Open Molecules 2025 dataset; level of theory: ωB97M-V with the def2-TZVPD basis set.

Structure (XYZ):
```
77
Properties=species:S:1:pos:R:3:forces:R:3
Mg 12.2729 13.2553 14.0673 -0.5 0.5 -0.5
N 10.4434 17.3471 13.9366 0.9 0.5 -1.3
C 10.7960 16.0204 13.9904 -1.6 -0.8 0.9
S 11.5125 15.2587 12.6281 1.0 -0.1 -0.4
N 10.3529 15.3713 15.0475 0.0 1.6 -0.2
N 10.7037 14.0706 15.1335 -1.4 -2.0 2.6
C 10.0605 13.4143 16.1189 1.6 1.7 -1.4
C 10.3709 12.0713 16.5564 0.1 -1.1 -0.4
C 9.7494 11.5602 17.7327 0.6 1.8 -0.3
C 9.9659 10.2975 18.1660 -0.6 -1.4 -0.3
C 10.6528 9.3897 17.3012 1.1 -0.6 1.4
C 11.4351 9.8179 16.2312 -1.5 1.0 1.5
C 11.2478 11.1914 15.8060 -0.2 -0.5 -0.8
O 11.7795 11.5382 14.6597 0.1 -0.4 1.0
H 10.6967 17.8322 13.0592 -0.5 -0.5 1.1
H 9.6521 17.6693 14.4721 0.2 -0.1 0.0
H 9.3491 14.0295 16.7084 0.3 -0.5 -0.4
H 9.1771 12.2615 18.3527 0.1 -0.3 -0.3
H 9.5398 9.9990 19.1403 0.2 -0.2 -0.8
H 10.7060 8.3224 17.6478 0.1 1.1 -0.5
H 12.1950 9.1466 15.8464 -0.3 0.2 -0.7
N 15.1218 11.9141 14.2983 0.3 -1.0 -1.3
C 14.9073 12.6541 15.4149 0.2 1.8 0.3
C 15.8140 12.4987 16.4995 -0.8 0.2 0.0
C 15.8465 13.4857 17.4549 0.1 0.3 0.7
C 15.0133 14.6224 17.3143 0.1 -0.1 1.0
C 14.0603 14.5845 16.3354 -0.8 -0.4 -0.7
N 13.9690 13.6494 15.3515 1.8 -1.1 1.0
C 14.8970 12.3410 12.9608 0.1 -0.1 -1.2
C 16.0021 12.4858 12.0532 -1.0 -0.5 0.7
C 15.7128 12.7191 10.7166 -0.8 0.2 -0.5
C 14.3668 12.8695 10.3424 1.0 -0.4 -1.0
C 13.3831 12.7476 11.2790 -1.8 0.8 -0.5
N 13.6196 12.5010 12.5571 1.4 0.0 1.0
H 15.7996 11.1537 14.3566 -0.3 0.6 0.2
H 16.4597 11.6267 16.5545 -0.1 0.1 -0.1
H 16.4828 13.3655 18.3601 -0.4 0.2 -0.9
H 15.0023 15.4644 18.0446 0.1 -1.0 -0.7
H 13.2273 15.2680 16.3261 0.1 0.5 -0.1
H 17.0247 12.3572 12.3999 -0.2 0.1 0.0
H 16.4444 12.7945 9.8965 0.0 0.0 0.9
H 14.1072 13.0041 9.2871 0.1 0.1 0.5
H 12.3073 12.9359 11.0086 1.2 -0.4 0.3
C 6.1478 8.8706 12.2684 0.1 0.3 -0.5
C 7.1259 8.8694 13.2353 -0.1 -1.4 1.7
C 8.4040 9.3488 12.9960 0.3 0.6 -0.9
C 8.7169 9.7060 11.6904 -0.6 0.4 -1.0
C 7.6966 9.7751 10.6944 1.7 0.7 0.4
C 6.4242 9.4415 11.0251 -1.1 -0.7 0.6
P 10.4645 10.1236 11.3405 0.5 -0.7 0.4
C 10.4717 10.1069 9.5192 -0.7 0.7 -1.5
C 10.3131 11.3942 8.9543 -0.1 -0.6 -0.7
C 10.2863 11.5929 7.5587 -0.2 -0.4 0.5
C 10.4482 10.5209 6.6629 0.2 -0.1 1.3
C 10.4766 9.2401 7.2223 0.2 0.1 0.3
C 10.4444 9.0308 8.6083 1.0 -0.6 0.9
C 11.2387 8.4560 11.7053 -0.6 1.5 0.3
C 12.4111 8.4304 12.4573 -0.5 -0.2 0.2
C 12.9836 7.2062 12.7309 0.6 -0.4 0.4
C 12.4559 6.0379 12.2013 -0.3 -0.6 -1.2
C 11.2859 6.0639 11.4340 -0.2 1.4 1.2
C 10.6041 7.2985 11.3207 0.7 -1.6 -0.6
H 5.1720 8.4217 12.4008 0.0 0.1 0.4
H 6.9446 8.3175 14.1832 0.0 0.8 -0.5
H 9.1910 9.5172 13.7346 -0.4 -0.6 0.2
H 7.9324 10.1677 9.7034 0.0 -0.2 0.3
H 5.5874 9.5222 10.3556 0.0 0.1 -0.5
H 10.1596 12.2377 9.6262 0.2 0.0 -0.2
H 10.0594 12.5887 7.2148 0.3 0.2 -0.3
H 10.6672 10.6374 5.6026 -0.5 0.2 0.2
H 10.5776 8.3922 6.5601 0.0 -0.1 0.0
H 10.5978 8.0099 9.0538 -0.4 1.1 -0.9
H 12.7456 9.3398 12.9432 0.2 0.1 -0.2
H 13.8489 7.1308 13.3864 -0.1 0.1 -0.2
H 12.9566 5.0698 12.2581 0.1 0.4 0.4
H 10.8603 5.1484 11.0725 -0.2 -0.2 -0.2
H 9.6211 7.3362 10.8755 -0.1 0.0 -0.1
```
Positions in Å, forces in eV/Å.

Gap between HOMO and LUMO: 0.243 hartree
LUMO level: 0.0028 hartree
HOMO level: -6.52 eV